Here is a cluster of 8 separate species, C24H56FN8O7 in total from OMol25. Energies are from ωB97M-V/def2-TZVPD.

```
96
Properties=species:S:1:pos:R:3:mulliken_charge:R:1
C 0.28 0.83 -3.49 -0.752
C 1.59 0.56 -2.78 0.060
F 1.72 -0.88 -2.67 -0.407
C 1.60 1.17 -1.39 0.899
N 1.83 2.59 -1.36 -1.012
H -0.50 0.35 -2.89 -0.085
H 0.23 0.47 -4.52 0.278
H 0.11 1.91 -3.45 0.369
H 2.46 0.91 -3.35 0.366
H 0.58 0.96 -1.03 -0.429
H 2.29 0.55 -0.76 -0.220
H 2.59 2.79 -2.02 0.100
C 1.97 2.21 3.95 0.105
O 1.97 1.41 4.88 -0.655
N 2.44 1.98 2.73 0.280
C 2.40 2.97 1.65 -0.958
C 3.02 0.68 2.43 -0.973
H 1.55 3.23 4.06 0.301
H 1.88 2.61 0.75 0.332
H 3.40 3.22 1.32 0.324
H 1.91 3.87 2.02 0.229
H 2.29 -0.11 2.59 0.259
H 3.88 0.48 3.07 0.283
H 3.32 0.68 1.39 0.371
C -3.08 2.46 -3.63 0.113
O -2.68 3.33 -4.38 -0.631
N -3.28 1.18 -4.00 0.241
C -3.84 0.20 -3.10 -0.774
C -2.88 0.81 -5.34 -0.860
H -3.34 2.65 -2.57 0.265
H -3.15 -0.62 -2.92 0.337
H -4.77 -0.22 -3.50 0.396
H -4.06 0.67 -2.15 -0.004
H -1.80 0.91 -5.45 0.160
H -3.36 1.46 -6.08 0.337
H -3.15 -0.23 -5.54 0.355
C -2.67 1.45 0.21 -0.066
O -1.86 1.52 -0.69 -0.524
N -2.31 1.30 1.50 0.345
C -3.25 1.21 2.58 -0.941
C -0.87 1.24 1.77 -0.764
H -3.77 1.50 0.06 0.240
H -3.12 2.01 3.30 0.322
H -3.16 0.26 3.11 0.295
H -4.26 1.27 2.17 0.308
H -0.38 2.14 1.42 0.296
H -0.41 0.40 1.25 0.082
H -0.73 1.13 2.84 0.401
C 5.73 0.64 8.97 0.110
O 6.31 -0.40 8.71 -0.599
N 4.90 1.29 8.13 0.151
C 4.25 2.53 8.50 -0.853
C 4.64 0.74 6.81 -0.870
H 5.85 1.16 9.93 0.242
H 3.17 2.43 8.47 0.309
H 4.54 3.34 7.82 0.300
H 4.55 2.80 9.51 0.304
H 4.20 -0.26 6.88 0.307
H 5.56 0.65 6.23 0.294
H 3.94 1.38 6.29 0.279
C -2.86 -2.93 -1.73 -0.009
O -3.99 -2.75 -1.30 -0.637
N -1.74 -2.70 -1.04 0.298
C -0.42 -2.95 -1.61 -0.918
C -1.83 -2.17 0.31 -0.760
H -2.67 -3.32 -2.74 0.363
H 0.11 -3.72 -1.04 0.322
H 0.18 -2.04 -1.62 0.309
H -0.53 -3.29 -2.64 0.305
H -2.39 -2.85 0.96 0.328
H -2.34 -1.21 0.30 -0.006
H -0.83 -2.05 0.71 0.420
C -0.58 1.26 -8.34 0.144
O -0.34 0.69 -7.30 -0.621
N -0.20 0.80 -9.56 0.169
C -0.50 1.51 -10.78 -0.911
C 0.53 -0.45 -9.61 -0.959
H -1.12 2.22 -8.39 0.280
H -1.11 0.92 -11.45 0.333
H 0.42 1.80 -11.31 0.328
H -1.04 2.42 -10.53 0.292
H -0.06 -1.27 -9.19 0.283
H 1.46 -0.38 -9.04 0.294
H 0.76 -0.68 -10.65 0.372
C -0.66 -4.29 3.64 0.101
O -0.80 -3.17 3.19 -0.562
N -1.20 -4.69 4.82 0.142
C -1.01 -6.03 5.33 -0.911
C -1.98 -3.74 5.57 -0.924
H -0.08 -5.07 3.14 0.275
H -1.96 -6.55 5.45 0.337
H -0.50 -6.02 6.30 0.337
H -0.39 -6.59 4.63 0.280
H -2.84 -3.39 4.99 0.268
H -1.39 -2.86 5.83 0.291
H -2.34 -4.22 6.48 0.374
```

As for the LUMO energy: 2.10 eV. The value obtained for the largest force on an atom is 0.5 eV/Å. As for the spin multiplicity: 1. The net charge is -1. As for the HOMO-LUMO gap: 3.996 eV. The value obtained for the HOMO energy is -1.90 eV.